1 | Entry from OMol25: a 2-piece molecular cluster, CH6NO overall (ωB97M-V/def2-TZVPD).

The calculation puts the LUMO energy (spin up / spin down) at -13.2 / -16.5 eV.

Structure (ORCA input):
```
! wB97M-V def2-TZVPD RIJCOSX def2/J DEFGRID3
* xyz 2 2
O 0.93 0.29 -0.67
N -0.49 -1.20 0.78
C 0.66 1.51 -0.90
H 0.29 -1.52 1.38
H 0.00 -0.15 0.40
H 0.15 2.27 -0.28
H -1.36 -1.00 1.25
H 0.49 1.77 -2.06
H -0.66 -1.97 0.08
*
```

2 | Entry from OMol25: a 2-piece molecular cluster, CH6NO overall (ωB97M-V/def2-TZVPD).

The calculation puts the LUMO energy (spin up / spin down) at -9.9 / -17.8 eV.

Structure (ORCA input):
```
! wB97M-V def2-TZVPD RIJCOSX def2/J DEFGRID3
* xyz 2 2
O 0.03 0.80 1.81
N 0.33 0.04 -0.96
C -0.44 -0.94 -1.20
H 0.53 0.33 0.01
H -0.89 -1.53 -0.40
H 0.77 0.62 -1.67
H 0.70 0.44 2.47
H -0.45 1.62 2.12
H -0.58 -1.36 -2.20
*
```

Which structure loses on stability? 1 does.

1 | Entry from OMol25: CH3N4S as an isolated structure (ωB97M-V/def2-TZVPD).

The calculation puts the LUMO energy at 3.4 eV.

Structure (ORCA input):
```
! wB97M-V def2-TZVPD RIJCOSX def2/J DEFGRID3
* xyz -1 1
S 1.45 -1.97 -2.47
N -0.15 0.38 -1.26
N 0.70 -0.81 0.38
N 0.55 -0.57 -0.85
N -0.66 1.02 -0.07
C -0.05 0.25 1.03
H -0.78 -0.16 1.75
H -1.68 0.94 -0.10
H 0.63 0.92 1.60
*
```

2 | Entry from OMol25: a 2-piece molecular cluster, CH3N4S overall (ωB97M-V/def2-TZVPD).

The calculation puts the LUMO energy (spin up / spin down) at 4.1 / 3.0 eV.

Structure (ORCA input):
```
! wB97M-V def2-TZVPD RIJCOSX def2/J DEFGRID3
* xyz -1 1
S -4.00 0.11 -0.17
N -0.60 -0.98 0.46
N -1.62 1.07 0.34
N -2.45 0.05 0.20
N -1.87 -1.24 0.36
C -0.33 0.45 0.55
H 0.27 -1.11 -1.71
H 0.38 0.71 1.35
H 0.42 0.67 -0.28
*
```

Which structure loses on stability? 2 does.

1 | Entry from OMol25: a 2-piece molecular cluster, CH7N3 overall (ωB97M-V/def2-TZVPD).

The calculation puts the LUMO energy at 0.3 eV.

Structure (ORCA input):
```
! wB97M-V def2-TZVPD RIJCOSX def2/J DEFGRID3
* xyz 0 1
N 1.86 -0.29 -0.07
N -1.24 -0.79 0.15
N 2.80 0.53 0.14
C -1.86 0.56 -0.02
H -2.92 0.53 -0.35
H 3.67 -0.04 0.13
H -0.71 -0.93 0.97
H -1.96 1.25 0.84
H -1.24 1.27 -0.69
H 2.21 -1.22 -0.39
H -0.62 -0.86 -0.73
*
```

2 | Entry from OMol25: a 2-piece molecular cluster, CH7N3 overall (ωB97M-V/def2-TZVPD).

The calculation puts the LUMO energy at 0.9 eV.

Structure (ORCA input):
```
! wB97M-V def2-TZVPD RIJCOSX def2/J DEFGRID3
* xyz 0 1
N 1.29 0.09 -0.42
N -0.61 0.81 -1.55
N -0.99 -0.20 2.08
C 0.35 0.01 -1.42
H -1.50 0.53 -1.94
H -0.96 0.80 2.23
H -0.09 -0.65 2.17
H 0.53 -0.79 -2.16
H 2.19 -0.29 -0.64
H -1.25 -0.33 1.10
H 1.04 0.01 0.55
*
```

Which structure loses on stability? 1 does.

1 | Entry from OMol25: a 2-piece molecular cluster, C3H3Br overall (ωB97M-V/def2-TZVPD).

The calculation puts the LUMO energy (spin up / spin down) at -1.0 / -1.0 eV.

Structure (ORCA input):
```
! wB97M-V def2-TZVPD RIJCOSX def2/J DEFGRID3
* xyz 0 1
Br 2.91 -0.19 -0.09
C 1.59 1.06 0.15
C -1.52 -0.64 0.19
C -0.35 -0.04 0.04
H 1.41 1.61 -0.78
H -2.07 -0.62 1.12
H -1.97 -1.17 -0.63
*
```

2 | Entry from OMol25: C3H3Br in the gas phase (ωB97M-V/def2-TZVPD).

The calculation puts the LUMO energy at -0.1 eV.

Structure (ORCA input):
```
! wB97M-V def2-TZVPD RIJCOSX def2/J DEFGRID3
* xyz 0 1
Br 2.23 1.43 1.07
C 0.31 -0.64 -0.58
C 0.63 0.32 0.22
C -0.88 0.15 0.09
H -1.55 0.64 -0.53
H 0.50 -1.46 -1.20
H -1.25 -0.44 0.92
*
```

Which structure loses on stability? 1 does.

1 | Entry from OMol25: C10H12N2 in the gas phase (ωB97M-V/def2-TZVPD).

The calculation puts the LUMO energy at 0.9 eV.

Structure (ORCA input):
```
! wB97M-V def2-TZVPD RIJCOSX def2/J DEFGRID3
* xyz 0 1
N 3.95 -0.44 -0.25
N 1.77 -0.07 0.15
C -2.93 1.00 0.32
C -0.34 -1.40 -0.30
C 2.47 1.01 0.64
C -1.84 0.81 -0.75
C -2.55 -0.33 -0.22
C 0.45 -0.13 -0.26
C 2.78 -0.91 -0.33
C -1.55 -1.13 0.64
C -0.36 0.97 -0.27
C 3.87 0.75 0.39
H 2.63 -1.92 -0.75
H -1.94 1.27 -1.70
H 2.03 1.90 1.06
H 0.11 1.97 -0.27
H -0.71 -1.70 -1.34
H 4.51 1.57 0.46
H -2.59 1.30 1.24
H -1.97 -2.16 0.91
H -1.07 -0.46 1.44
H 0.33 -2.20 0.11
H -3.21 -0.96 -0.73
H -3.85 1.26 -0.20
*
```

2 | Entry from OMol25: C10H12N2 in the gas phase (ωB97M-V/def2-TZVPD).

The calculation puts the LUMO energy (spin up / spin down) at -0.2 / -0.4 eV.

Structure (ORCA input):
```
! wB97M-V def2-TZVPD RIJCOSX def2/J DEFGRID3
* xyz 0 1
N 0.35 3.07 -0.21
N 1.72 0.67 0.83
C 0.51 0.68 0.25
C 2.56 -0.45 1.23
C -2.19 0.35 -0.16
C -1.67 1.57 -0.22
C -0.06 -0.63 0.12
C -3.66 0.16 -0.14
C -1.42 -0.77 -0.07
C -0.30 1.91 -0.08
C 3.32 -1.29 0.22
C 2.91 0.98 1.36
H 3.45 1.73 1.74
H -2.41 2.33 -0.40
H -4.03 -0.82 0.29
H -1.81 -1.76 -0.21
H -4.11 0.00 -1.20
H 0.59 -1.49 0.23
H 4.08 -2.02 0.78
H -4.13 1.02 0.35
H 2.14 -0.99 2.00
H -0.37 3.78 -0.44
H 3.94 -0.67 -0.41
H 2.65 -2.02 -0.32
*
```

Which structure loses on stability? 2 does.

1 | Entry from OMol25: a 2-piece molecular cluster, C6H14N2 overall (ωB97M-V/def2-TZVPD).

The calculation puts the LUMO energy (spin up / spin down) at -3.9 / -8.2 eV.

Structure (ORCA input):
```
! wB97M-V def2-TZVPD RIJCOSX def2/J DEFGRID3
* xyz 1 2
N 0.10 2.19 1.64
N 0.72 1.60 -0.43
C -0.21 -3.34 -0.38
C -1.14 -1.01 -0.77
C -0.68 -2.04 0.21
C 0.48 2.58 0.45
C 1.33 1.79 -1.72
C -0.68 -1.81 1.51
H 0.83 1.17 -2.46
H -0.04 2.98 2.27
H -1.04 -0.88 1.92
H -0.34 -0.81 -1.49
H -1.98 -1.36 -1.38
H 2.38 1.47 -1.66
H -0.34 -2.56 2.22
H 0.61 3.60 0.10
H 0.70 0.66 -0.02
H 1.28 2.84 -2.01
H 0.57 -3.16 -1.13
H -1.45 -0.10 -0.26
H 0.15 -4.01 0.40
H -1.03 -3.85 -0.89
*
```

2 | Entry from OMol25: an isolated ion of composition C6H14N2 and charge +1 (ωB97M-V/def2-TZVPD).

The calculation puts the LUMO energy (spin up / spin down) at -2.8 / -7.5 eV.

Structure (ORCA input):
```
! wB97M-V def2-TZVPD RIJCOSX def2/J DEFGRID3
* xyz 1 2
N 1.84 -1.05 -1.79
N 0.66 1.23 0.30
C -2.97 -0.96 0.99
C 0.18 2.38 -0.40
C -0.51 -0.88 0.91
C 1.68 -0.92 -0.39
C -1.87 -0.23 1.07
C 0.37 -0.09 -0.13
H -1.82 0.83 1.32
H -3.98 -0.56 1.07
H 0.94 2.91 -0.97
H -2.94 -2.03 0.85
H 1.55 -1.90 0.07
H -0.65 -1.89 0.55
H 2.37 -1.86 -2.08
H -0.66 2.13 -1.04
H -0.22 3.14 0.31
H 2.54 -0.48 0.13
H -0.21 -0.04 -1.04
H 1.59 1.32 0.70
H 0.05 -0.84 1.86
H 2.05 -0.20 -2.29
*
```

Which structure loses on stability? 1 does.